(1)
{
  "formula": "C34H80F6N3O19S9",
  "method": "ωB97M-V with the def2-TZVPD basis set",
  "multiplicity": 1,
  "charge": -1,
  "molar_mass_da": 1237.61,
  "homo_lumo_gap_ev": 8.3700,
  "symbols": ["C", "F", "F", "F", "S", "O", "O", "N", "S", "O", "O", "C", "F", "F", "F", "C", "S", "O", "C", "H", "H", "H", "H", "H", "H", "C", "S", "O", "C", "H", "H", "H", "H", "H", "H", "C", "S", "O", "C", "H", "H", "H", "H", "H", "H", "C", "S", "O", "C", "H", "H", "H", "H", "H", "H", "C", "S", "O", "C", "H", "H", "H", "H", "H", "H", "C", "S", "O", "C", "H", "H", "H", "H", "H", "H", "C", "S", "O", "C", "H", "H", "H", "H", "H", "H", "C", "O", "N", "C", "C", "H", "H", "H", "H", "H", "H", "H", "C", "O", "N", "C", "C", "H", "H", "H", "H", "H", "H", "H", "O", "C", "O", "C", "C", "C", "H", "H", "H", "H", "H", "H", "H", "H", "O", "C", "O", "C", "C", "C", "H", "H", "H", "H", "H", "H", "H", "H", "O", "C", "O", "C", "C", "C", "H", "H", "H", "H", "H", "H", "H", "H"],
  "coordinates": [[-2.464, -1.076, 0.440], [-3.257, -2.066, 0.827], [-2.144, -1.171, -0.862], [-3.204, 0.038, 0.573], [-0.826, -0.940, 1.544], [-1.251, -0.547, 2.891], [-0.170, -2.223, 1.379], [-0.126, 0.418, 0.739], [1.300, 0.169, 0.915], [1.807, -0.125, 2.264], [1.784, -0.748, -0.123], [2.175, 1.859, 0.547], [1.749, 2.394, -0.618], [1.883, 2.683, 1.488], [3.473, 1.646, 0.357], [-6.052, -1.770, 2.014], [-7.853, -1.331, 1.804], [-7.906, -0.768, 0.391], [-8.686, -2.934, 1.656], [-5.388, -0.939, 1.774], [-5.959, -2.667, 1.402], [-5.886, -2.005, 3.065], [-8.115, -3.449, 0.883], [-9.672, -2.622, 1.309], [-8.650, -3.523, 2.572], [0.654, 3.895, -3.836], [0.997, 5.685, -3.714], [2.188, 5.759, -4.755], [-0.488, 6.282, -4.610], [0.888, 3.566, -2.824], [1.291, 3.526, -4.639], [-0.390, 3.664, -4.046], [-0.359, 7.339, -4.846], [-1.475, 6.270, -4.148], [-0.599, 5.723, -5.539], [2.695, 1.035, 6.035], [1.448, -0.106, 6.911], [1.216, 0.369, 8.369], [0.053, 0.620, 6.021], [2.569, 0.882, 4.964], [3.700, 0.840, 6.409], [2.428, 2.066, 6.268], [0.310, 0.489, 4.970], [-0.024, 1.682, 6.255], [-0.885, 0.163, 6.337], [4.362, 5.445, -2.248], [5.164, 4.543, -0.848], [6.434, 5.356, -0.617], [4.061, 5.198, 0.500], [5.019, 6.100, -2.820], [3.547, 6.090, -1.919], [3.976, 4.715, -2.961], [4.437, 4.820, 1.451], [3.026, 4.941, 0.276], [4.149, 6.275, 0.644], [1.497, 5.375, 3.385], [1.265, 4.098, 4.694], [1.264, 4.796, 6.064], [-0.469, 3.650, 4.262], [2.554, 5.639, 3.410], [0.977, 6.320, 3.543], [1.201, 4.921, 2.440], [-0.542, 3.148, 3.297], [-1.132, 4.504, 4.123], [-1.004, 3.000, 4.953], [7.843, 1.669, -2.301], [6.811, 1.114, -0.958], [7.513, -0.030, -0.219], [5.504, 0.319, -2.009], [8.433, 0.928, -2.842], [8.491, 2.403, -1.823], [7.337, 2.225, -3.090], [5.849, -0.575, -2.528], [5.113, 0.998, -2.767], [4.672, -0.057, -1.415], [0.419, -0.376, -2.890], [1.947, -1.212, -3.410], [1.684, -2.624, -3.961], [2.418, -0.197, -4.836], [0.513, 0.704, -3.000], [0.128, -0.785, -1.922], [-0.275, -0.703, -3.664], [1.727, -0.228, -5.678], [3.400, -0.500, -5.201], [2.458, 0.887, -4.729], [-1.792, 3.421, 0.495], [-1.624, 4.293, 1.397], [-2.363, 3.679, -0.662], [-2.439, 2.660, -1.702], [-2.841, 5.036, -0.962], [-1.447, 2.377, 0.537], [-3.486, 2.489, -1.952], [-2.002, 1.692, -1.454], [-1.861, 2.973, -2.572], [-3.922, 5.040, -1.100], [-2.462, 5.853, -0.348], [-2.476, 5.275, -1.961], [1.924, -4.723, 1.910], [1.972, -5.822, 1.290], [1.613, -4.613, 3.223], [1.504, -3.288, 3.778], [1.125, -5.713, 4.027], [2.297, -3.759, 1.528], [0.485, -3.063, 4.095], [1.694, -2.494, 3.056], [2.105, -3.126, 4.672], [0.047, -5.697, 4.190], [1.240, -6.702, 3.582], [1.795, -5.736, 4.886], [-3.683, -6.729, -1.843], [-3.214, -5.594, -1.834], [-2.901, -4.811, -0.742], [-2.989, -5.331, 0.592], [-1.646, -5.971, 1.087], [-2.973, -4.961, -3.220], [-3.812, -6.043, 0.647], [-3.347, -4.530, 1.238], [-1.449, -6.917, 0.583], [-1.735, -6.171, 2.155], [-0.857, -5.229, 0.962], [-3.754, -4.229, -3.426], [-2.785, -5.589, -4.091], [-2.027, -4.432, -3.113], [-5.956, 1.314, -3.482], [-6.667, 0.355, -3.599], [-6.447, -0.829, -3.020], [-5.375, -1.079, -2.139], [-5.800, -2.447, -1.589], [-7.885, 0.380, -4.495], [-5.426, -0.480, -1.230], [-4.396, -0.979, -2.609], [-5.797, -3.257, -2.318], [-6.757, -2.408, -1.069], [-5.041, -2.729, -0.859], [-8.435, -0.561, -4.471], [-7.647, 0.493, -5.553], [-8.569, 1.195, -4.262], [6.085, -3.563, 1.617], [5.178, -2.836, 1.224], [4.376, -3.044, 0.091], [4.537, -4.167, -0.734], [3.879, -3.786, -2.060], [4.811, -1.603, 2.056], [4.143, -5.052, -0.234], [5.569, -4.408, -0.988], [3.927, -4.528, -2.857], [4.278, -2.862, -2.478], [2.828, -3.619, -1.825], [4.284, -0.922, 1.387], [5.717, -1.176, 2.487], [4.123, -1.860, 2.861]],
  "atomic_forces_ev_per_a": [[0.71, 1.20, 0.28], [0.71, -0.40, -0.16], [-0.12, -0.46, 0.72], [0.38, 0.17, 0.10], [-1.92, 0.61, 0.82], [0.32, -0.55, -2.15], [-0.69, 1.29, -0.22], [-6.79, -1.02, 1.21], [9.02, -1.71, -0.71], [-0.83, 0.61, -0.94], [0.32, 1.18, 0.83], [-1.20, -2.66, -1.86], [-0.44, 0.16, -0.29], [0.37, 1.42, 1.53], [0.11, 0.19, 0.89], [-1.44, -0.74, 0.55], [0.88, 1.42, -0.94], [-0.16, -0.52, 1.10], [1.26, 0.26, -0.19], [-0.49, -0.04, -0.44], [0.63, 0.23, -0.08], [-0.04, -0.20, 0.04], [-0.35, -0.18, -0.20], [0.00, -0.40, 0.16], [-0.31, 0.22, 0.05], [-0.54, 0.51, 0.81], [1.63, -0.48, -3.15], [-2.41, 0.52, 2.20], [-0.17, 0.45, -0.61], [0.24, -0.70, -0.27], [0.12, 0.07, 0.32], [0.00, 0.18, 0.01], [0.49, -0.05, -0.08], [0.29, -0.52, 0.83], [0.37, -0.01, -0.05], [-0.85, -0.37, 0.87], [-0.23, 2.11, 1.72], [0.83, -0.87, -2.26], [0.34, -0.01, -0.10], [0.26, -0.24, 0.02], [-0.13, -0.24, -0.18], [-0.11, -0.07, 0.20], [-0.59, -0.11, -0.18], [0.37, -0.07, 0.19], [0.22, -0.33, -0.24], [-0.64, -0.37, -0.18], [0.73, 3.18, 0.51], [-0.66, -1.34, -0.20], [0.23, -0.26, -0.25], [0.60, -0.31, 0.48], [-0.08, -0.22, 0.21], [-0.16, -0.02, 0.06], [-0.24, -0.65, -0.16], [0.01, -0.21, 0.29], [0.20, 0.14, -0.81], [0.12, -0.18, 0.38], [-0.99, 1.11, 1.26], [-0.07, -0.92, -2.02], [-0.66, 0.27, -0.44], [0.10, -0.33, -0.14], [-0.49, -0.33, 0.31], [0.10, 0.07, -0.01], [0.61, -0.05, -0.11], [0.41, 0.45, 0.19], [0.74, 0.03, 0.44], [0.82, 0.79, -0.53], [-0.53, -2.44, 0.29], [-0.77, 1.66, -1.15], [-0.09, -0.29, 0.06], [-0.06, -0.44, 0.56], [0.33, -0.14, -0.09], [-0.64, 0.03, 0.31], [0.67, 0.09, 0.06], [0.09, 0.32, 0.18], [0.05, 0.35, 0.42], [-0.24, -0.90, -1.51], [1.10, -1.34, -0.06], [-0.35, 2.39, 0.55], [-0.41, 0.68, -1.01], [0.24, -0.05, 0.58], [0.24, 0.43, -0.05], [-0.45, -0.01, 0.08], [-0.30, -0.86, -0.01], [-0.09, -0.32, 0.25], [0.21, 0.08, 1.09], [0.98, 1.69, 2.54], [-0.25, -2.12, -1.72], [-0.27, 0.63, -0.68], [-0.28, 0.23, -0.25], [0.14, -0.44, -1.46], [0.07, 0.18, 0.54], [0.03, -0.02, -0.35], [0.00, 0.19, 0.74], [-0.30, 0.25, -0.22], [-0.12, 0.11, 0.55], [-0.19, -0.72, 0.57], [0.17, -0.02, -0.29], [0.95, -2.91, -0.55], [-0.38, 2.76, 1.17], [-0.51, 0.16, -0.89], [-0.61, 0.76, 0.58], [0.66, -0.66, -0.31], [-0.30, -0.21, -0.50], [-0.33, -0.25, 0.05], [0.41, -0.32, -0.13], [0.38, -0.23, -0.04], [0.03, 0.66, 0.65], [0.51, 0.34, -0.70], [-0.76, 0.01, 0.65], [0.71, 1.62, 1.51], [-0.82, -1.92, -1.18], [-0.09, -0.46, -1.65], [0.05, -1.27, 0.53], [-1.31, 0.96, -0.31], [1.21, 1.35, 1.36], [0.12, -0.39, -0.29], [0.56, 0.38, -0.20], [0.16, 0.25, -0.14], [-0.08, -0.03, 0.06], [0.19, -0.32, -0.16], [0.03, 0.00, -0.03], [-0.66, -0.68, 0.64], [-0.03, 0.57, -0.09], [0.55, 0.36, 0.40], [0.05, 0.16, -0.49], [-1.10, 0.68, -1.21], [-1.02, -1.05, 1.40], [1.58, -0.57, 0.17], [-0.66, -0.81, -0.27], [0.05, 0.85, -0.39], [-0.11, -0.26, -0.11], [-0.15, 0.17, -0.26], [0.04, 0.36, -0.28], [0.03, -0.19, 0.20], [-0.03, 0.02, 0.37], [0.58, 0.23, 0.12], [0.24, 0.01, 0.30], [-1.67, 0.63, -1.53], [0.80, -1.19, 0.70], [1.24, 1.50, 2.47], [0.91, -0.78, -1.39], [-0.97, -0.19, 0.60], [-0.42, -0.30, -1.37], [-0.42, 0.02, -0.19], [0.45, 0.32, 0.64], [0.12, -0.28, 0.31], [0.18, 0.05, 0.29], [-0.09, 0.12, -0.39], [0.08, 0.30, 0.29], [-0.08, -0.07, -0.24], [0.00, -0.22, -0.08]],
  "mulliken_charge": [0.134, -0.030, -0.073, -0.251, 0.874, -0.648, -0.113, 0.484, -0.289, -0.668, 0.240, -0.072, -0.187, -0.113, -0.106, -0.396, 0.334, -0.543, -0.849, 0.017, -0.005, 0.523, 0.219, 0.341, 0.369, -0.609, 0.587, -0.653, -1.078, -0.119, 0.427, 0.426, 0.378, 0.308, 0.316, -0.474, 0.485, -0.681, -0.596, -0.058, 0.426, 0.212, -0.012, 0.235, 0.456, -0.999, 0.866, -0.760, -1.254, 0.450, 0.293, 0.225, 0.430, 0.212, 0.534, -0.887, 0.620, -0.695, -0.740, 0.326, 0.460, 0.113, -0.041, 0.417, 0.397, -1.054, 0.554, -0.646, -0.674, 0.364, 0.373, 0.319, 0.504, 0.424, -0.212, -0.346, 0.833, -0.694, -1.198, 0.004, -0.449, 0.660, 0.389, 0.362, 0.278, 0.858, -0.782, 0.210, -0.129, -0.779, -0.074, 0.537, -0.223, -0.247, 0.346, 0.307, 0.056, 0.523, -0.735, 0.351, -0.208, -1.098, 0.037, 0.323, -0.589, 0.407, 0.293, 0.338, 0.377, -0.590, 0.617, -0.108, -0.234, -1.008, -0.691, 0.427, 0.167, 0.366, 0.342, 0.138, 0.089, 0.330, 0.190, -0.538, 0.655, -0.298, -0.112, -0.696, -1.072, 0.185, 0.463, 0.402, 0.275, -0.188, 0.302, 0.292, 0.298, -0.633, 0.450, 0.024, -0.421, -0.630, -0.100, 0.303, 0.321, 0.373, -0.044, 0.154, -0.307, 0.425, 0.059]
}



(2)
{
  "formula": "C5H6O2S",
  "method": "ωB97M-V with the def2-TZVPD basis set",
  "multiplicity": 1,
  "molar_mass_da": 130.17,
  "homo_lumo_gap_ev": 9.4560,
  "symbols": ["C", "C", "C", "C", "C", "H", "H", "H", "H", "H", "H", "O", "O", "S"],
  "coordinates": [[-0.888, 1.394, 0.681], [0.707, 0.353, -0.770], [1.105, -0.441, 0.526], [-0.377, -0.826, 0.449], [-0.351, -0.673, -0.975], [1.373, 0.659, -1.514], [1.302, 0.062, 1.547], [1.822, -1.183, 0.319], [-0.684, -1.770, 0.848], [-1.337, -0.416, -1.486], [0.033, -1.429, -1.690], [0.029, 1.476, -0.280], [-1.223, 0.132, 0.980], [-1.512, 2.662, 1.364]],
  "atomic_forces_ev_per_a": [[0.87, -1.58, -1.10], [-0.56, -0.03, 2.22], [-0.68, 1.86, 1.66], [0.64, -3.43, 1.50], [-1.54, -0.73, -5.72], [1.05, 0.52, -1.02], [0.26, -0.23, -1.94], [0.48, -1.24, -0.08], [-0.25, -0.49, 0.49], [1.19, 0.32, 0.77], [0.02, -0.39, 1.23], [0.15, 2.68, -0.27], [-0.59, 0.96, 1.24], [-1.03, 1.76, 1.01]],
  "mulliken_charge": [0.452, -0.174, -0.731, -0.175, -0.595, 0.556, 0.259, 0.416, 0.498, 0.267, 0.327, -0.366, -0.352, -0.381]
}



(3)
{
  "formula": "C5H4O2",
  "method": "ωB97M-V with the def2-TZVPD basis set",
  "smiles": "O=C=C/C=C\\C=O",
  "multiplicity": 1,
  "molar_mass_da": 96.08,
  "homo_lumo_gap_ev": 9.5428,
  "symbols": ["O", "C", "C", "C", "C", "C", "O", "H", "H", "H", "H"],
  "coordinates": [[-1.840, -1.750, 1.125], [-1.022, -1.434, 0.360], [-0.119, -1.167, -0.579], [1.013, -0.223, -0.459], [0.912, 1.014, 0.024], [-0.469, 1.436, 0.330], [-0.859, 1.286, 1.464], [-0.181, -1.851, -1.417], [1.984, -0.594, -0.757], [1.749, 1.589, 0.411], [-1.168, 1.694, -0.503]],
  "atomic_forces_ev_per_a": [[0.92, 0.42, -0.79], [-0.53, -0.20, 0.39], [-0.01, 0.08, 0.01], [0.20, -0.07, -0.09], [-0.09, -0.23, -0.18], [-0.28, -0.67, 0.79], [-0.59, 0.71, -0.04], [0.03, -0.03, -0.01], [0.07, -0.22, 0.14], [-0.03, 0.04, -0.51], [0.33, 0.17, 0.29]],
  "mulliken_charge": [-0.342, 0.682, -0.829, -0.195, -0.226, -0.076, -0.427, 0.336, 0.388, 0.345, 0.344]
}